(1)
13
Properties=species:S:1:pos:R:3 method="wB97M-V/def2-TZVPD" energy_ha=-302.8942 smiles="[H]/N=C/N.O.O" lumo_energy_ha=0.0351 e_above_lowest_kj_mol=8.2
N -1.18984 -0.28578 -0.66771
C -0.86630 -1.52330 -0.26595
N 0.12376 -1.81876 0.49261
H -0.59286 0.51480 -0.46912
H -1.99809 -0.13383 -1.23929
H -1.47200 -2.32672 -0.69946
H -0.01807 -2.70598 0.95385
H 0.69668 2.08865 0.53478
H -0.53515 2.96833 0.79107
O -0.05101 2.52439 0.08363
H 2.61803 0.51076 -0.19003
H 1.41320 -0.33023 0.25779
O 1.87165 0.51766 0.41784


(2)
14
Properties=species:S:1:pos:R:3 method="wB97M-V/def2-TZVPD" energy_ha=-378.1173 smiles="NC(N)=O.O.O" lumo_energy_ha=0.0205 e_above_lowest_kj_mol=184.4
C -0.86155 2.52952 -0.59088
O -0.84469 1.86220 -1.64778
N -0.07688 3.42527 -0.34037
N -1.69541 2.37704 0.36445
H 0.07379 3.82429 0.57516
H 0.55518 3.53951 -1.11983
H -2.40749 1.66079 0.36837
H -1.47817 2.86563 1.22131
O 2.64929 -3.61700 2.27197
H 2.69699 -4.57095 2.33479
H 2.12761 -3.45403 1.48615
O -0.04438 -3.62607 -1.33994
H -0.50061 -4.11072 -2.02784
H -0.19368 -2.70550 -1.55555


(3)
12
Properties=species:S:1:pos:R:3 method="wB97M-V/def2-TZVPD" energy_ha=-493.4352 charge=+1 lumo_energy_ha=-0.1930 e_above_lowest_kj_mol=185.8
C -0.69229 0.62244 0.38269
N 1.42067 -1.01538 -0.05306
N -0.67626 1.77911 -0.26555
P -1.66066 -0.75464 -0.03843
H -0.42579 0.83873 1.51574
H 2.19000 -0.38431 0.06463
H 1.85210 -1.74365 -0.43890
H -0.19483 2.57881 -0.00097
H 1.11972 -1.19610 0.92286
H -0.97378 1.69302 -1.28043
H -1.29523 -0.74207 -1.36768
H -0.66364 -1.67595 0.55909


(4)
13
Properties=species:S:1:pos:R:3 method="wB97M-V/def2-TZVPD" energy_ha=-948.7390 smiles=NCN.SS lumo_energy_ha=0.0154 e_above_lowest_kj_mol=79.9
S -2.63516 -1.46064 0.12236
S -3.08532 0.51163 -0.32871
H -2.25431 -1.17078 1.41147
H -1.78816 0.85651 -0.33882
N 0.35624 -0.19493 -1.01741
C 1.49700 0.31013 -0.18881
N 1.29087 0.27603 1.24867
H 0.23569 -1.27246 -1.13512
H 0.70086 0.10733 -1.93765
H 1.76805 1.29952 -0.37589
H 2.36119 -0.34197 -0.35589
H 0.35882 -0.16273 1.28980
H 1.19423 1.24234 1.60599